Entry P
32
Properties=species:S:1:pos:R:3:lowdin_charge:R:1 method="wB97M-V/def2-TZVPD" mol_weight_g_mol=202.254 gap_ev=10.2275 smiles="CC(C)C[C@H](NC(=O)[C@H](C)N)C(=O)O" e_lumo_ev=0.53 homo_ev=-9.701
C -2.55 0.31 0.98 -0.369
C -1.02 0.29 0.86 -0.440
C -3.01 0.33 2.46 -0.027
C 0.83 -0.80 -0.29 -0.214
C 1.75 -1.33 0.82 -0.497
C 1.50 0.46 -0.87 -0.111
C 0.73 1.09 -2.08 -0.415
C 1.48 2.37 -2.41 -0.104
C 0.74 0.22 -3.38 -0.060
H -3.20 -1.57 0.56 0.087
H -4.11 -0.51 -0.07 0.089
H -2.85 1.28 0.50 0.163
H -4.06 0.68 2.52 0.097
H -2.85 -0.67 2.80 0.068
H -2.36 0.90 3.07 0.060
H -1.23 -1.31 -0.42 0.177
H 0.76 -1.62 -0.99 0.151
H 1.45 1.21 -0.06 0.122
H 2.49 0.18 -1.18 0.123
H -0.26 1.45 -1.70 0.140
H 1.55 3.17 -1.65 0.092
H 0.97 2.76 -3.23 0.050
H 2.53 2.07 -2.56 0.092
H 0.37 0.85 -4.19 0.069
H 0.05 -0.63 -3.29 0.066
H 1.78 -0.23 -3.47 0.111
H 1.10 -0.09 2.08 0.059
N -3.13 -0.66 0.12 0.020
N -0.55 -0.61 0.03 0.113
O -0.27 1.03 1.52 0.022
O 2.55 -2.20 0.62 0.121
O 1.59 -0.91 2.07 0.148

=====

Entry Q
32
Properties=species:S:1:pos:R:3:lowdin_charge:R:1 method="wB97M-V/def2-TZVPD" mol_weight_g_mol=202.254 gap_ev=9.9603 smiles="CC(C)C[C@H](NC(=O)[C@H](C)N)C(=O)O" e_lumo_ev=0.52 homo_ev=-9.441
C -2.72 -0.32 0.59 -0.343
C -2.14 -0.72 -0.77 -0.447
C -4.25 -0.59 0.51 -0.068
C 0.26 0.18 -0.33 -0.223
C 0.30 1.65 -0.86 -0.531
C 1.49 -0.63 -0.77 -0.097
C 2.86 -0.22 -0.03 -0.380
C 4.02 -1.28 -0.21 -0.073
C 2.85 0.42 1.35 -0.086
H -3.07 1.33 1.68 0.136
H -3.05 1.50 -0.08 0.130
H -2.18 -1.02 1.28 0.164
H -4.87 0.06 -0.07 0.074
H -4.60 -0.33 1.55 0.088
H -4.51 -1.59 0.20 0.077
H -0.86 -0.61 -2.01 0.131
H 0.09 0.30 0.71 0.133
H 1.56 -0.50 -1.90 0.139
H 1.15 -1.71 -0.63 0.132
H 3.27 0.52 -0.69 0.106
H 4.00 -2.14 0.46 0.067
H 4.95 -0.77 -0.11 0.059
H 3.97 -1.55 -1.30 0.087
H 3.82 0.96 1.55 0.092
H 2.73 -0.17 2.23 0.052
H 2.08 1.29 1.46 0.104
H -1.17 1.83 0.28 0.021
N -2.60 1.11 0.76 0.032
N -0.87 -0.38 -1.07 0.118
O -2.88 -0.98 -1.71 0.054
O 1.09 2.04 -1.67 0.130
O -0.73 2.31 -0.42 0.121

=====

entry P is preferred energetically. Next in line: 31.5 kcal/mol higher.

=====

Entry P
8
Properties=species:S:1:pos:R:3:lowdin_charge:R:1 method="wB97M-V/def2-TZVPD" mol_weight_g_mol=71.055 gap_ev=11.2156 charge=+1 e_lumo_ev=-5.73 homo_ev=-16.949
C 0.99 -0.31 -0.05 0.084
C 1.65 0.94 0.08 0.024
C -2.84 -0.34 -0.03 -0.005
O 2.10 1.94 0.09 0.444
O -3.96 -0.34 0.09 0.070
H -0.10 -0.16 -0.35 0.120
H 1.00 -0.66 0.96 0.134
H 1.17 -1.06 -0.78 0.130

=====

Entry Q
8
Properties=species:S:1:pos:R:3:lowdin_charge:R:1 method="wB97M-V/def2-TZVPD" mol_weight_g_mol=71.055 gap_ev=9.2691 charge=+1 e_lumo_ev=-6.60 homo_ev=-15.870
C 0.32 0.47 0.91 0.096
C -1.03 -0.41 0.17 0.238
C 0.12 0.14 -0.45 -0.195
O -0.92 0.42 1.39 0.101
O 0.70 -0.05 -1.59 0.201
H 1.17 0.37 1.47 0.162
H -1.40 -1.51 0.31 0.224
H 1.05 0.58 -2.21 0.172

=====

entry P is preferred energetically. Next in line: 73.4 kcal/mol higher.

=====

Entry P
14
Properties=species:S:1:pos:R:3:lowdin_charge:R:1 method="wB97M-V/def2-TZVPD" mol_weight_g_mol=99.117 gap_ev=10.4853 charge=+1 smiles=C[n+]1c[nH]nc1N e_lumo_ev=-3.30 homo_ev=-13.790
C 0.73 1.36 0.00 -0.002
C 0.52 -0.81 0.00 -0.363
C -1.63 0.52 0.00 0.018
N 1.81 -0.55 0.00 0.139
N 1.91 0.78 0.00 0.071
N -0.19 0.38 0.00 -0.018
N -0.04 -2.01 0.01 0.211
H 0.52 2.41 0.00 0.165
H -2.05 0.04 -0.88 0.113
H -2.05 0.05 0.90 0.114
H -1.89 1.57 0.00 0.109
H 2.83 1.21 0.00 0.190
H 0.57 -2.82 -0.01 0.134
H -1.03 -2.14 -0.03 0.118

=====

Entry Q
14
Properties=species:S:1:pos:R:3:lowdin_charge:R:1 method="wB97M-V/def2-TZVPD" mol_weight_g_mol=99.117 gap_ev=6.2844 charge=+1 e_lumo_ev=-7.20 homo_ev=-13.489
C 2.10 2.15 -1.36 0.013
C 2.37 1.10 -0.50 0.066
C 0.75 -0.37 0.64 0.277
N 0.70 2.15 -1.58 0.088
N 0.09 1.24 -0.96 0.106
N 1.05 0.56 -0.22 -0.117
N -2.40 -0.77 0.72 0.033
H 2.69 2.76 -2.01 0.119
H 3.29 0.81 -0.18 0.099
H 1.58 -1.17 0.85 0.186
H -0.29 -0.65 0.77 0.059
H -2.45 -0.47 -0.22 0.008
H -2.85 -1.58 1.11 0.035
H -2.10 -0.06 1.37 0.027

=====

entry P is preferred energetically. Next in line: 106.6 kcal/mol higher.

=====

Entry P
14
Properties=species:S:1:pos:R:3:lowdin_charge:R:1 method="wB97M-V/def2-TZVPD" mol_weight_g_mol=99.117 gap_ev=9.4124 charge=+1 e_lumo_ev=-3.58 homo_ev=-12.988
C -0.58 -2.74 0.84 0.130
C 0.40 -2.52 0.01 0.147
C -0.92 -0.21 0.43 -0.099
N -0.47 -1.40 0.31 0.012
N -0.54 0.92 -0.18 0.022
N 1.30 2.37 -0.48 0.003
N 0.72 1.19 -0.85 -0.112
H -1.22 -3.29 1.49 0.134
H 1.26 -2.72 -0.58 0.129
H -1.80 -0.11 1.05 0.163
H -1.12 1.73 0.03 0.149
H 1.65 2.36 0.47 0.095
H 0.77 3.22 -0.68 0.093
H 0.55 1.20 -1.85 0.134

=====

Entry Q
14
Properties=species:S:1:pos:R:3:lowdin_charge:R:1 method="wB97M-V/def2-TZVPD" mol_weight_g_mol=99.117 gap_ev=9.9138 charge=+1 smiles="C/N=C/NN=C=[NH2+]" e_lumo_ev=-3.45 homo_ev=-13.369
C -0.96 1.03 -0.08 -0.127
C 2.17 -0.24 0.04 -0.036
C -2.50 -0.64 0.10 -0.139
N 1.41 0.64 -0.04 0.133
N 0.39 1.35 -0.14 0.023
N -1.18 -0.21 0.12 -0.003
N 3.21 -0.95 0.07 0.236
H -1.70 1.71 -0.22 0.109
H -2.77 -1.55 0.64 0.087
H -3.12 0.20 0.25 0.064
H -2.68 -1.09 -0.97 0.133
H 0.64 2.41 -0.10 0.227
H 3.56 -1.07 0.98 0.130
H 3.53 -1.59 -0.65 0.163

=====

Entry R
14
Properties=species:S:1:pos:R:3:lowdin_charge:R:1 method="wB97M-V/def2-TZVPD" mol_weight_g_mol=99.117 gap_ev=11.0470 charge=+1 smiles="CC(=[NH2+])NC1N=N1" e_lumo_ev=-4.00 homo_ev=-15.045
C 0.07 -0.05 0.14 -0.333
C 2.47 -0.19 0.25 -0.294
C -1.12 -0.17 -0.74 0.027
N 3.29 -1.37 0.28 0.166
N 2.62 -1.21 1.26 0.143
N 1.21 -0.30 -0.50 0.149
N -0.09 0.13 1.45 0.250
H 2.97 0.66 0.48 0.107
H -1.97 0.25 -0.26 0.081
H -1.06 0.35 -1.62 0.066
H -1.21 -1.32 -1.07 0.179
H 1.38 -0.59 -1.45 0.179
H -1.03 0.03 1.84 0.162
H 0.69 0.45 1.97 0.118

=====

Entry S
14
Properties=species:S:1:pos:R:3:lowdin_charge:R:1 method="wB97M-V/def2-TZVPD" mol_weight_g_mol=99.117 gap_ev=9.0459 charge=+1 smiles="[NH3+]N1CN=CC=N1" e_lumo_ev=-4.60 homo_ev=-13.641
C -2.08 0.09 -0.05 -0.099
C -1.30 1.23 -0.02 -0.089
C -0.13 -1.26 -0.04 -0.168
N -1.50 -1.05 0.11 0.079
N -0.02 1.12 0.10 0.050
N 0.61 0.04 -0.35 -0.153
N 2.00 0.27 -0.02 0.212
H -3.18 -0.01 0.12 0.148
H -1.76 2.17 0.29 0.137
H 0.26 -1.91 0.86 0.157
H 0.20 -1.90 -0.90 0.139
H 2.53 -0.16 -0.81 0.193
H 2.43 0.13 0.99 0.242
H 1.95 1.25 -0.28 0.153

=====

entry R is preferred energetically. Next in line: 29.1 kcal/mol higher.

=====

Entry P
7
Properties=species:S:1:pos:R:3:lowdin_charge:R:1 method="wB97M-V/def2-TZVPD" mol_weight_g_mol=176.959 gap_ev=9.3410 smiles="O=P(O)=S.Br" e_lumo_ev=-1.21 homo_ev=-10.550
O 3.74 -0.70 -0.74 -0.221
O 3.85 0.35 1.55 -0.315
P 3.64 0.65 0.15 0.221
S 2.69 2.02 -0.85 0.299
Br -2.63 1.17 0.18 0.324
H 3.20 -0.31 -1.47 0.014
H -2.83 2.40 -0.43 -0.323

=====

Entry Q
7
Properties=species:S:1:pos:R:3:lowdin_charge:R:1 method="wB97M-V/def2-TZVPD" mol_weight_g_mol=176.959 gap_ev="6.8278 / 6.8291" e_lumo_ev="-3.17 / -3.17" homo_ev="-10.001 / -10.003"
O -0.74 -0.35 -1.06 -0.403
O 1.47 -1.21 0.04 -0.334
P -0.41 0.84 -0.22 -0.050
S -0.73 2.57 -0.90 0.358
Br -1.34 0.44 1.76 0.374
H 0.01 -1.13 -0.56 0.127
H 1.74 -1.16 0.94 -0.072

=====

entry P is preferred energetically. Next in line: 59.1 kcal/mol higher.

=====

Entry P
7
Properties=species:S:1:pos:R:3:lowdin_charge:R:1 method="wB97M-V/def2-TZVPD" mol_weight_g_mol=48.041 gap_ev="7.9596 / 11.3692" e_lumo_ev="-0.66 / 0.43" homo_ev="-8.616 / -10.938"
C 0.74 -0.98 -0.71 0.090
O -0.70 1.67 1.03 -0.055
O -0.66 0.34 1.13 -0.104
H 1.10 -0.06 -1.12 -0.010
H -0.16 -1.42 -1.10 -0.013
H 1.28 -1.46 0.08 -0.012
H -1.59 1.90 0.70 0.104

=====

Entry Q
7
Properties=species:S:1:pos:R:3:lowdin_charge:R:1 method="wB97M-V/def2-TZVPD" mol_weight_g_mol=48.041 gap_ev=11.1994 smiles="C=O.O" e_lumo_ev=0.63 homo_ev=-10.569
O -0.62 0.25 -0.58 -0.033
C 0.04 0.90 -1.35 -0.104
H 0.63 0.38 -2.11 0.086
H 0.00 1.99 -1.22 0.085
H -0.36 -0.35 1.50 0.013
H 0.30 -1.68 1.12 0.033
O 0.42 -0.91 1.68 -0.078

=====

entry Q is preferred energetically. Next in line: 119.3 kcal/mol higher.

=====

Entry P
15
Properties=species:S:1:pos:R:3:lowdin_charge:R:1 method="wB97M-V/def2-TZVPD" mol_weight_g_mol=147.086 gap_ev="8.6915 / 8.6909" e_lumo_ev="-2.20 / -2.20" homo_ev="-10.896 / -10.896"
C 1.54 2.37 0.35 -0.642
C -0.20 0.76 0.22 -0.349
C 0.02 1.08 -1.25 0.171
C 0.20 -0.67 0.51 -0.012
N -0.49 2.36 -1.76 -0.424
O 2.29 3.09 0.93 0.169
O -0.97 3.12 -1.01 0.171
O -0.30 2.41 -2.94 0.132
O 0.51 1.69 0.96 0.053
O 1.79 1.95 -0.87 0.119
H -1.25 0.98 0.51 0.176
H 0.16 0.34 -2.01 0.149
H -0.10 -1.37 -0.29 0.093
H -0.27 -1.01 1.52 0.133
H 1.23 -0.78 0.56 0.061

=====

Entry Q
15
Properties=species:S:1:pos:R:3:lowdin_charge:R:1 method="wB97M-V/def2-TZVPD" mol_weight_g_mol=147.086 gap_ev=10.0584 smiles="CC(=O)C[N+](=O)[O-].O=C=O" e_lumo_ev=-0.32 homo_ev=-10.376
C -4.69 0.68 0.03 -0.456
C 0.23 -0.86 0.33 -0.475
C -1.15 -0.82 0.90 -0.008
C 0.56 0.36 -0.34 -0.004
N -2.03 -1.04 -0.32 -0.387
O -5.47 0.83 -0.77 0.254
O -2.80 -1.95 -0.18 0.107
O -2.04 -0.24 -1.21 0.077
O 0.91 -1.83 0.45 0.140
O -3.87 0.66 0.82 0.208
H -1.27 0.15 1.44 0.151
H -1.31 -1.55 1.68 0.137
H -0.06 0.41 -1.27 0.115
H 1.55 0.47 -0.61 0.079
H 0.21 1.18 0.14 0.062

=====

entry Q is preferred energetically. Next in line: 53.9 kcal/mol higher.

=====

Entry P
15
Properties=species:S:1:pos:R:3:lowdin_charge:R:1 method="wB97M-V/def2-TZVPD" mol_weight_g_mol=78.111 gap_ev=10.2291 smiles="C=CC.O.O" e_lumo_ev=0.83 homo_ev=-9.402
C 1.77 1.67 0.92 -0.146
C 0.79 0.58 1.18 -0.240
C -0.57 0.62 0.84 -0.029
H 2.17 2.00 1.83 0.043
H 1.32 2.61 0.38 0.110
H 2.67 1.51 0.28 0.075
H 1.24 -0.30 1.74 0.106
H -1.41 0.12 1.35 0.064
H -0.83 1.32 0.01 0.069
H -0.29 -1.58 0.26 0.015
H -0.74 -3.06 0.52 0.005
O -0.86 -2.34 -0.05 -0.061
H -0.38 0.17 -3.08 0.076
H -0.55 -0.84 -1.92 0.037
O -1.03 -0.05 -2.32 -0.124

=====

Entry Q
15
Properties=species:S:1:pos:R:3:lowdin_charge:R:1 method="wB97M-V/def2-TZVPD" mol_weight_g_mol=78.111 gap_ev=11.4152 smiles=CCCO.O e_lumo_ev=0.83 homo_ev=-10.587
C 0.39 0.73 0.30 -0.274
O -1.02 0.86 0.12 -0.090
C 1.08 -0.03 -0.82 -0.236
C 2.56 0.35 -1.02 -0.098
H 0.83 1.72 0.46 0.108
H 0.49 0.21 1.25 0.121
H -1.26 0.92 -0.82 0.082
H 0.92 -1.10 -0.70 0.109
H 0.55 0.25 -1.74 0.100
H 3.24 -0.41 -0.62 0.073
H 2.77 0.41 -2.08 0.066
H 2.80 1.31 -0.58 0.062
H -2.88 -0.77 1.20 0.021
H -2.06 -2.02 0.81 0.022
O -2.78 -1.71 1.37 -0.065

=====

Entry R
15
Properties=species:S:1:pos:R:3:lowdin_charge:R:1 method="wB97M-V/def2-TZVPD" mol_weight_g_mol=78.111 gap_ev=10.8973 smiles=CC(C)O.O e_lumo_ev=0.65 homo_ev=-10.250
C 1.46 1.58 0.69 -0.085
C 1.57 0.43 -0.39 -0.449
C 0.38 0.59 -1.32 -0.082
O 1.17 -0.77 0.35 -0.129
H 1.55 2.57 0.09 0.106
H 2.34 1.60 1.46 0.098
H 0.65 1.45 1.35 0.048
H 2.64 0.33 -0.68 0.137
H -0.30 1.36 -0.84 0.095
H 0.00 -0.36 -1.52 0.047
H 0.66 1.11 -2.33 0.104
H 1.35 -1.65 -0.10 0.112
H -4.60 -3.52 1.16 0.054
H -4.05 -2.16 0.78 0.045
O -4.81 -2.56 1.28 -0.099

=====

entry Q is preferred energetically. Next in line: 20.9 kcal/mol higher.